92
Properties=species:S:1:pos:R:3:forces:R:3:mulliken_charge:R:1 method="wB97M-V/def2-TZVPD" largest_force_ev_per_a=1.7 charge=-1 spin_multiplicity=4 gap_ev="6.55 / 6.30"
Tc 1.7918 0.6376 0.5407 0.673 -0.098 0.200 1.69
O 5.4637 1.9909 -0.5898 0.011 -0.005 -0.016 -0.76
C 4.3111 2.0042 -0.2090 0.018 0.055 0.051 -0.08
O 3.4274 1.0988 -0.5206 -0.039 -0.168 -0.034 -0.64
C 3.7962 3.1973 0.6100 -0.025 -0.101 0.025 0.08
C 2.4027 3.6191 0.1327 0.071 0.096 -0.036 0.11
C 2.0195 4.9885 0.6946 -0.009 -0.002 0.013 -1.05
C 1.6808 4.6494 2.1688 0.009 -0.020 -0.042 -1.00
C 2.0083 3.1610 2.2189 0.062 0.167 0.106 -0.02
O 1.5465 2.7332 0.9063 -0.173 -0.155 -0.029 -0.21
C 3.5228 2.9261 2.1342 0.002 -0.043 -0.044 0.17
C 3.8724 1.5223 2.6572 -0.032 -0.006 -0.052 -0.10
O 4.7537 1.4110 3.4941 0.028 0.002 0.046 -0.78
O 3.1484 0.5607 2.1997 -0.154 -0.105 -0.069 -0.77
H 4.5313 3.9877 0.4752 -0.033 0.045 0.060 0.56
H 2.2061 3.4689 -0.9248 -0.037 -0.082 0.008 0.17
H 2.8431 5.6948 0.5980 -0.001 0.003 -0.011 0.40
H 1.1544 5.3926 0.1711 0.003 0.001 -0.002 0.37
H 2.2690 5.2135 2.8908 0.003 0.002 -0.004 0.41
H 0.6236 4.8117 2.3747 0.006 0.004 0.014 0.35
H 1.4951 2.5870 2.9843 -0.040 -0.066 -0.059 0.52
H 4.0628 3.6354 2.7580 0.021 0.028 -0.042 0.62
N 0.2450 -2.2262 -1.7056 -0.179 -0.179 0.032 0.41
C 0.3373 -3.3094 -0.6678 -0.074 0.061 0.159 0.92
C 0.4189 -4.6722 -1.3337 -0.015 -0.007 -0.016 -1.98
P -1.2782 -3.0788 0.2850 0.201 -0.035 -0.490 1.17
O -1.0519 -4.0362 1.5576 0.244 -0.141 -0.369 -0.80
O -2.3525 -3.6199 -0.5857 -0.005 0.078 0.076 -0.91
O -1.2283 -1.6283 0.6504 0.311 -1.326 -0.942 -0.12
P 1.7915 -2.9235 0.3779 0.316 -0.054 -0.167 0.66
O 3.0009 -3.5145 -0.5392 -0.168 0.011 0.171 -0.59
O 1.6409 -3.6716 1.6525 -0.049 -0.165 -0.110 -0.98
O 2.0404 -1.4376 0.3744 -0.077 0.139 0.041 -0.72
H -0.6179 -2.3339 -2.2489 0.038 -0.040 -0.042 0.58
H 1.0542 -2.2009 -2.3261 -0.008 0.025 -0.015 0.46
H 0.1803 -1.3038 -1.2372 0.095 0.114 -0.044 -1.67
H -0.5424 -4.9107 -1.7913 0.006 -0.002 -0.030 0.50
H 0.6254 -5.4254 -0.5742 -0.005 -0.014 0.003 0.37
H 1.2199 -4.7163 -2.0752 0.017 0.004 0.025 0.42
H -0.1120 -3.9559 1.8496 0.136 0.003 -0.119 0.27
H 3.7365 -2.8902 -0.5085 0.049 0.032 -0.052 0.37
C -2.0042 -3.0265 4.0535 -0.119 -0.320 0.237 -1.14
N -0.9833 -1.9849 4.0276 -0.029 0.150 0.041 -0.16
N -1.1192 -0.9864 3.0828 0.377 0.298 0.604 1.01
C 0.1199 -0.5955 2.6657 -0.351 -0.367 0.097 0.27
O 0.2379 0.3221 1.8075 0.078 0.697 -0.021 -0.49
C 1.0649 -1.3903 3.3506 0.035 0.171 0.113 -0.72
C 0.3511 -2.2557 4.1211 -0.047 -0.043 0.064 0.27
C 0.8353 -3.4314 4.8908 -0.037 0.010 -0.021 -1.80
C -2.3109 -0.2311 2.9564 -0.005 -0.049 -0.078 -0.12
C -3.0711 0.0627 4.0817 0.006 0.012 -0.003 -0.21
C -4.2176 0.8311 3.9454 -0.008 0.008 0.001 -0.65
C -4.5887 1.3124 2.6975 -0.028 -0.023 0.018 -0.56
C -3.8181 1.0078 1.5829 -0.047 0.018 0.125 -1.13
C -2.6780 0.2274 1.6986 -0.281 0.530 -0.092 0.56
H -2.9499 -2.5936 3.7419 -0.027 0.033 0.029 0.48
H -2.1084 -3.4051 5.0687 -0.016 0.104 0.085 0.36
H -1.7533 -3.8399 3.3695 -0.181 0.237 0.265 0.34
H 2.1316 -1.3203 3.2331 -0.002 -0.002 -0.016 0.77
H 1.8723 -3.2744 5.1774 0.015 -0.018 -0.021 0.46
H 0.7948 -4.3217 4.2588 0.019 -0.010 0.012 0.23
H 0.2382 -3.6070 5.7853 0.003 0.010 0.009 0.41
H -2.7592 -0.2985 5.0533 0.022 -0.006 0.007 0.43
H -4.8110 1.0633 4.8206 -0.013 0.002 0.002 0.39
H -5.4779 1.9212 2.5955 -0.024 -0.001 -0.002 0.41
H -4.1111 1.3670 0.6048 0.005 0.021 -0.022 0.49
H -2.0842 -0.0546 0.8398 -0.232 0.329 0.303 -0.06
C 0.7348 0.7273 -1.1576 -0.206 0.077 0.143 0.08
C 0.1016 0.7808 -2.2155 -0.112 0.242 -0.098 0.96
C -0.6235 0.8476 -3.4011 0.052 -0.087 0.065 -0.46
C -2.0251 0.4359 -3.3831 -0.013 -0.060 0.035 0.34
C -2.9282 0.7369 -4.4168 -0.021 0.065 0.028 -0.65
C -4.2373 0.2862 -4.3751 -0.002 -0.004 0.013 -0.71
C -4.6938 -0.4768 -3.3072 0.019 0.014 -0.011 -0.71
C -3.8302 -0.7451 -2.2516 -0.026 0.000 0.036 -0.67
C -2.5277 -0.2816 -2.2788 0.018 0.024 -0.108 1.47
C 0.0899 1.2940 -4.6041 -0.045 -0.062 -0.007 0.35
C -0.2263 0.8326 -5.8892 0.015 -0.025 -0.053 -0.39
C 0.4849 1.2612 -6.9993 -0.001 0.000 0.023 -0.78
C 1.5407 2.1515 -6.8600 -0.006 0.000 0.011 -0.41
C 1.8926 2.5888 -5.5884 0.004 -0.014 -0.025 -0.65
C 1.1823 2.1645 -4.4803 0.017 0.003 0.025 -0.46
H -2.6125 1.3593 -5.2428 0.004 -0.028 0.003 0.64
H -4.9101 0.5377 -5.1866 0.002 -0.001 -0.005 0.38
H -5.7097 -0.8503 -3.2954 -0.008 0.012 0.015 0.40
H -4.1564 -1.3293 -1.4003 0.016 -0.028 -0.004 0.50
H -1.8890 -0.4756 -1.4253 -0.014 -0.016 -0.012 -0.87
H -1.0123 0.1002 -6.0156 -0.007 0.027 -0.004 0.63
H 0.2196 0.8841 -7.9796 0.002 -0.006 -0.002 0.38
H 2.0926 2.4875 -7.7284 0.010 -0.006 -0.001 0.37
H 2.7342 3.2581 -5.4595 -0.010 0.014 0.007 0.40
H 1.4706 2.4901 -3.4888 0.000 0.016 -0.005 0.63


91
Properties=species:S:1:pos:R:3:forces:R:3:mulliken_charge:R:1 method="wB97M-V/def2-TZVPD" largest_force_ev_per_a=0.3 charge=+2 spin_multiplicity=2 gap_ev="8.39 / 6.54"
Pt 0.2001 0.8787 -0.0645 0.117 0.037 0.059 2.48
C -1.8339 -2.8807 -1.0953 -0.016 0.022 0.016 -1.50
C -1.7457 -1.4944 -1.1330 0.010 -0.009 0.040 -0.69
N -0.7205 -1.0852 -0.3842 0.071 -0.095 -0.137 -0.33
N -0.1178 -2.1891 0.1231 -0.017 0.022 0.065 0.42
C -0.7883 -3.2818 -0.2861 -0.005 0.004 -0.011 0.05
B 1.1782 -1.9880 0.9588 -0.023 -0.081 -0.034 0.84
N 0.8484 -1.0077 2.1287 -0.030 -0.026 -0.007 1.09
C 0.9722 -1.1955 3.4508 0.042 0.036 0.049 0.01
C 0.7957 0.0175 4.0910 0.029 -0.059 -0.008 -1.27
C 0.5620 0.9236 3.0673 0.009 0.037 -0.027 -0.25
N 0.5736 0.2910 1.8910 -0.082 0.066 0.098 -1.57
N 2.2204 -1.2455 0.0513 -0.084 0.035 -0.022 1.17
C 3.4319 -1.6387 -0.3688 0.029 0.002 -0.035 0.06
C 3.9960 -0.6288 -1.1245 0.023 -0.036 0.041 -1.47
C 3.0452 0.3806 -1.1373 -0.033 0.045 -0.016 -0.22
N 1.9792 -0.0072 -0.4342 0.083 -0.073 -0.051 -0.95
N 1.7929 -3.2431 1.5019 0.024 0.042 0.013 0.15
C 2.9442 -3.3241 2.2346 -0.013 0.017 0.020 -0.47
C 3.1182 -4.6274 2.6039 -0.008 -0.005 -0.011 -1.00
C 2.0064 -5.2964 2.0495 0.010 -0.003 -0.002 -0.37
N 1.2177 -4.4695 1.3958 -0.013 -0.001 -0.013 -1.07
H -2.5618 -3.5060 -1.5814 -0.002 0.000 0.009 0.52
H -2.3576 -0.7942 -1.6727 -0.031 0.055 -0.013 0.44
H -0.4664 -4.2533 0.0456 0.009 -0.002 -0.004 0.60
H 1.1964 -2.1705 3.8495 -0.009 -0.002 -0.004 0.54
H 0.8446 0.2162 5.1467 0.002 -0.002 -0.002 0.49
H 0.3965 1.9864 3.1272 -0.014 -0.010 0.001 0.48
H 3.8156 -2.6092 -0.1054 -0.005 -0.008 0.008 0.54
H 4.9628 -0.6244 -1.5953 -0.001 -0.005 0.010 0.48
H 3.0658 1.3499 -1.6062 -0.003 -0.011 0.020 0.66
H 3.5412 -2.4504 2.4455 0.000 -0.004 -0.003 0.60
H 3.9210 -5.0429 3.1872 -0.002 0.003 -0.004 0.49
H 1.7556 -6.3436 2.1051 0.001 0.002 0.001 0.47
C -2.3639 1.2629 1.5642 -0.038 -0.001 -0.025 -0.47
N -1.5906 1.9072 0.4209 0.005 -0.024 -0.047 -0.10
C -1.2401 3.3211 0.8458 0.003 -0.007 0.035 -0.44
N -2.4064 4.0679 1.2245 0.017 -0.008 0.033 0.06
C -3.0885 3.3823 2.3281 0.016 -0.003 -0.011 -0.73
N -3.5163 2.0384 1.9273 0.011 0.010 0.015 0.07
C -4.4200 2.1527 0.7847 0.001 0.009 -0.009 -0.66
N -3.7460 2.8119 -0.3360 -0.009 -0.009 0.006 0.06
C -2.5935 2.0461 -0.7157 0.008 0.041 0.008 -0.23
C -3.3195 4.1502 0.0827 -0.017 0.001 -0.010 -0.73
H -1.7041 1.1811 2.4184 0.041 -0.011 0.046 0.32
H -2.6526 0.2632 1.2356 -0.004 0.006 -0.013 0.18
H -0.7368 3.8013 0.0040 -0.004 -0.003 0.000 0.31
H -0.5522 3.2530 1.6890 0.013 0.021 -0.010 0.24
H -3.9608 3.9632 2.6228 0.000 -0.001 0.000 0.33
H -2.4137 3.3099 3.1828 -0.002 -0.002 0.000 0.36
H -5.2941 2.7346 1.0726 -0.005 -0.002 -0.001 0.36
H -4.7464 1.1574 0.4786 -0.003 -0.002 -0.001 0.32
H -2.0838 2.5207 -1.5476 -0.011 0.019 -0.015 0.24
H -2.9000 1.0402 -0.9856 -0.008 -0.105 -0.085 0.00
H -4.1940 4.7337 0.3654 -0.001 0.003 -0.004 0.36
H -2.8171 4.6482 -0.7478 -0.005 0.006 -0.001 0.34
S 0.2946 1.8956 -2.1682 -0.244 0.089 0.032 -0.85
Sb 0.2929 0.3938 -3.9719 0.242 -0.030 -0.084 1.76
C 1.6267 -1.2052 -3.7938 0.016 -0.035 0.004 0.53
C 1.3034 -2.3106 -3.0118 -0.108 0.017 0.004 -0.21
C 2.1771 -3.3854 -2.9580 0.009 -0.019 0.011 -0.53
C 3.3653 -3.3527 -3.6776 -0.003 0.029 -0.012 -0.70
C 3.6811 -2.2499 -4.4598 -0.009 -0.010 -0.004 -0.75
C 2.8103 -1.1706 -4.5265 0.022 -0.002 0.035 -0.79
C 0.9620 1.6400 -5.4958 0.006 0.056 -0.039 0.53
C 0.2057 1.7583 -6.6573 0.013 -0.031 -0.022 -0.50
C 0.6596 2.5798 -7.6800 -0.005 -0.006 0.004 -0.70
C 1.8530 3.2723 -7.5364 0.000 0.003 0.001 -0.53
C 2.6021 3.1550 -6.3717 0.001 -0.004 0.004 -0.77
C 2.1581 2.3394 -5.3433 -0.025 0.014 0.011 -0.47
C -1.5592 -0.3882 -4.5211 0.054 -0.105 0.071 1.11
C -2.7557 0.2716 -4.2639 -0.020 -0.040 -0.111 -0.80
C -3.9437 -0.2813 -4.7195 0.002 0.016 0.027 -0.56
C -3.9275 -1.4772 -5.4270 -0.012 0.002 -0.003 -0.59
C -2.7286 -2.1262 -5.6867 0.013 -0.009 0.015 -0.74
C -1.5329 -1.5870 -5.2302 -0.119 -0.020 0.047 -0.71
H 0.3625 -2.3563 -2.4735 0.066 0.009 -0.043 0.32
H 1.9232 -4.2537 -2.3626 0.005 -0.003 0.006 0.49
H 4.0413 -4.1968 -3.6411 0.001 -0.002 0.003 0.44
H 4.5998 -2.2325 -5.0308 -0.003 -0.007 -0.004 0.46
H 3.0531 -0.3237 -5.1569 -0.001 0.006 0.000 0.47
H -0.7262 1.2173 -6.7736 -0.001 0.005 0.000 0.50
H 0.0797 2.6787 -8.5876 -0.001 -0.002 0.003 0.43
H 2.2023 3.9111 -8.3364 0.000 0.000 0.002 0.41
H 3.5294 3.7015 -6.2649 -0.002 0.000 0.001 0.43
H 2.7381 2.2601 -4.4306 0.000 0.006 0.000 0.37
H -2.7680 1.2158 -3.7397 0.008 0.129 0.096 0.53
H -4.8802 0.2269 -4.5321 -0.001 -0.003 -0.003 0.46
H -4.8565 -1.9015 -5.7837 0.002 0.000 -0.003 0.43
H -2.7208 -3.0532 -6.2439 -0.004 0.000 0.000 0.44
H -0.6024 -2.1071 -5.4252 0.020 0.017 -0.001 0.50